26
Properties=species:S:1:pos:R:3:mulliken_charge:R:1 method="wB97M-V/def2-TZVPD" relative_energy_kcal_mol=0.92 fmax_ev_per_a=8.71 multiplicity=4 gap_ev="6.47 / 6.55" charge=+2
O -0.533 -2.660 1.102 -0.367
C -1.698 -2.442 0.842 -0.055
Cr -4.166 -0.792 -0.639 0.178
C -2.949 0.596 -0.878 0.394
O -2.166 1.449 -1.006 -0.176
C -5.571 0.059 -1.626 0.504
O -6.372 0.651 -2.232 -0.092
C -4.428 -0.548 1.181 0.317
O -4.402 -0.376 2.339 -0.164
C -2.193 -1.784 -0.431 0.655
O -1.580 -1.794 -1.493 -0.474
H -2.621 -2.570 1.453 0.299
N 0.734 -0.274 -0.092 -0.112
C 1.918 0.356 0.008 1.035
C 2.807 0.419 -1.104 -0.392
C 4.072 0.984 -0.961 -0.537
C 4.462 1.549 0.264 -0.386
C 3.581 1.532 1.357 -0.548
C 2.315 0.965 1.235 -0.303
H 0.426 -0.758 -0.929 0.172
H 0.172 -0.449 0.729 0.128
H 2.481 -0.018 -2.054 0.356
H 4.757 0.994 -1.811 0.403
H 5.457 1.992 0.366 0.411
H 3.881 1.971 2.308 0.405
H 1.615 0.947 2.074 0.346